{"formula": "C33H102N24O15", "method": "ωB97M-V/def2-TZVPD", "homo_lumo_gap_ev": 9.35, "relative_energy_kcal_mol": 19.6, "max_force_ev_per_a": 4.67, "lumo_energy_ev": 0.31, "e_homo_ev": -9.03, "e_tot_ha": -3761.519878, "spin_multiplicity": 1, "symbols": ["C", "C", "C", "O", "C", "N", "H", "H", "H", "H", "H", "H", "H", "H", "H", "H", "H", "C", "C", "C", "O", "C", "N", "H", "H", "H", "H", "H", "H", "H", "H", "H", "H", "H", "C", "C", "C", "O", "C", "N", "H", "H", "H", "H", "H", "H", "H", "H", "H", "H", "H", "C", "C", "C", "O", "C", "N", "H", "H", "H", "H", "H", "H", "H", "H", "H", "H", "H", "C", "C", "C", "O", "C", "N", "H", "H", "H", "H", "H", "H", "H", "H", "H", "H", "H", "C", "C", "C", "O", "C", "N", "H", "H", "H", "H", "H", "H", "H", "H", "H", "H", "H", "C", "O", "N", "N", "H", "H", "H", "H", "C", "O", "N", "N", "H", "H", "H", "H", "C", "O", "N", "N", "H", "H", "H", "H", "C", "O", "N", "N", "H", "H", "H", "H", "C", "O", "N", "N", "H", "H", "H", "H", "C", "O", "N", "N", "H", "H", "H", "H", "C", "O", "N", "N", "H", "H", "H", "H", "C", "O", "N", "N", "H", "H", "H", "H", "C", "O", "N", "N", "H", "H", "H", "H"], "xyz": [[12.480311, -2.300682, 19.971200], [13.534501, -1.757843, 20.934427], [14.401881, -2.888755, 21.463327], [13.736238, -3.805558, 22.337351], [14.651519, -4.644513, 22.970333], [14.457733, -0.841772, 20.296678], [11.858770, -1.534044, 19.390239], [11.828006, -2.919098, 20.542986], [12.971822, -2.926946, 19.210077], [12.954297, -1.268232, 21.792789], [15.204746, -2.333633, 21.951794], [14.819219, -3.454190, 20.604094], [14.107987, -5.181389, 23.772312], [15.534321, -4.108632, 23.297952], [15.029600, -5.468852, 22.373794], [13.869397, -0.076509, 19.927262], [15.055504, -0.400659, 21.010566], [18.091457, 1.631415, 25.038207], [17.244306, 1.477045, 23.770664], [15.952537, 0.732510, 23.891391], [15.948084, -0.619549, 23.544637], [16.416078, -1.522973, 24.493658], [16.685830, 2.880734, 23.359802], [18.289073, 0.645266, 25.449845], [17.582072, 2.286494, 25.718599], [19.057765, 2.005762, 24.823919], [17.850089, 0.997501, 22.972929], [15.252681, 1.153612, 23.204546], [15.545756, 0.943236, 24.919867], [16.265880, -2.488748, 23.966546], [15.770949, -1.385493, 25.398246], [17.474013, -1.446685, 24.698620], [17.464542, 3.408367, 22.895684], [16.067806, 2.683329, 22.594109], [17.622785, 6.532416, 20.404287], [16.277253, 6.021872, 19.982256], [15.761400, 7.027975, 18.999786], [14.345446, 7.002842, 18.985913], [13.793726, 7.882337, 18.101310], [16.394332, 4.633261, 19.473077], [18.277455, 5.865590, 20.940550], [17.548358, 7.406853, 21.048191], [18.179341, 6.878081, 19.502793], [15.578559, 6.111486, 20.823344], [16.069229, 6.859744, 17.968158], [16.078184, 8.017442, 19.211007], [14.095952, 8.925116, 18.359514], [12.695973, 7.666776, 18.053198], [14.162027, 7.667130, 17.106686], [15.505083, 4.492447, 18.912933], [17.079757, 4.695880, 18.716670], [15.289210, -0.099922, 28.794991], [16.407224, 1.039832, 28.948597], [15.804277, 2.425350, 28.506150], [15.533758, 2.491808, 27.166727], [14.807243, 3.679802, 26.823605], [16.745964, 1.029292, 30.356402], [15.637453, -1.038190, 29.235064], [15.027894, -0.115437, 27.664779], [14.395772, 0.225375, 29.273416], [17.334269, 0.745014, 28.439022], [16.486240, 3.250124, 28.803876], [14.870864, 2.630375, 29.047914], [14.605973, 3.695775, 25.790339], [15.259924, 4.607481, 27.053930], [13.900567, 3.574809, 27.366570], [17.358261, 1.831473, 30.601051], [15.891431, 1.068681, 30.876075], [12.433190, -2.474990, 26.028143], [11.574777, -3.033953, 27.246144], [12.447596, -3.257503, 28.478403], [13.637130, -3.852376, 28.144613], [14.431722, -4.019476, 29.297466], [10.734835, -1.912552, 27.528726], [13.009831, -1.606815, 26.353180], [11.655021, -2.261220, 25.278114], [13.157035, -3.182007, 25.590039], [11.114410, -3.976039, 26.941176], [11.996206, -3.875629, 29.211099], [12.557979, -2.236752, 28.985553], [15.401089, -4.248475, 28.866969], [14.017668, -4.773392, 29.956957], [14.606453, -3.053991, 29.765546], [10.361706, -1.605030, 26.664338], [9.956675, -2.068102, 28.187207], [10.527676, 1.538482, 24.545299], [11.036997, 1.591358, 23.128744], [12.620560, 1.508956, 23.089547], [13.106202, 1.808122, 21.781978], [13.110346, 3.233976, 21.492216], [10.483784, 0.421271, 22.352117], [10.807919, 0.586149, 25.005757], [9.451380, 1.704901, 24.437082], [11.031786, 2.286079, 25.108164], [10.730705, 2.491017, 22.579292], [12.986680, 0.550480, 23.433733], [13.052423, 2.150994, 23.898064], [14.165697, 3.493545, 21.417640], [12.534984, 3.897166, 22.131312], [12.734016, 3.258324, 20.473932], [9.455006, 0.392229, 22.465909], [10.704756, 0.423782, 21.400566], [11.413102, 2.347210, 27.906242], [11.676039, 3.514884, 27.635966], [12.247843, 1.330743, 27.684942], [10.111694, 1.949819, 28.242880], [13.242747, 1.458402, 27.588242], [11.951799, 0.361518, 27.870454], [9.819616, 1.033639, 27.901611], [9.363427, 2.532471, 27.968151], [6.867652, -0.310593, 24.865674], [6.776316, 0.679363, 25.677770], [6.713412, -1.533352, 25.346669], [7.277262, -0.155057, 23.564798], [7.152047, -2.327143, 24.939230], [6.369453, -1.608262, 26.280967], [7.260264, -1.019620, 23.049619], [7.356543, 0.719971, 23.077902], [7.767081, 3.015586, 21.737659], [7.169156, 2.619130, 22.775461], [8.576546, 4.053577, 21.659105], [7.583847, 2.474682, 20.472401], [8.314422, 4.760302, 20.940082], [8.779471, 4.493260, 22.526947], [6.848222, 1.779307, 20.433506], [8.003012, 2.930289, 19.650995], [10.565650, 5.704643, 24.213808], [10.980780, 6.155514, 23.155763], [9.271956, 6.082539, 24.754049], [11.234298, 4.898815, 25.067604], [9.054809, 5.751553, 25.715484], [8.944437, 6.991753, 24.344937], [12.178128, 4.552073, 24.743078], [10.883692, 4.529810, 25.959816], [10.238603, 1.513392, 18.168228], [9.401011, 2.255689, 17.725536], [10.775311, 0.478043, 17.422434], [10.719977, 1.794731, 19.442359], [11.227151, -0.273456, 17.850677], [10.011426, 0.048075, 16.881892], [10.337088, 2.612071, 19.880622], [11.565202, 1.300545, 19.713618], [9.564454, -3.581818, 23.601831], [8.404667, -3.127749, 23.754371], [9.927955, -4.827347, 24.222928], [10.577298, -2.875416, 22.958389], [9.204419, -5.529411, 24.210019], [10.807781, -5.272594, 24.009016], [11.517373, -3.256301, 22.902566], [10.455164, -1.805714, 23.049725], [10.385487, 5.854292, 19.279695], [9.184460, 5.559127, 19.371115], [11.110479, 5.100758, 18.399229], [11.053985, 6.838711, 19.933523], [10.432783, 4.369908, 18.034046], [12.079404, 4.840918, 18.393709], [10.743318, 7.044699, 20.870072], [12.069557, 6.721075, 19.953192], [15.038259, 1.874290, 18.072076], [14.785215, 2.956131, 17.518791], [14.651947, 0.689885, 17.536881], [15.717331, 1.753698, 19.237048], [14.432390, 0.705859, 16.541005], [15.080542, -0.163471, 17.801307], [15.969381, 2.679517, 19.667365], [15.857947, 0.877914, 19.747210], [7.759309, 4.181262, 26.983061], [8.238878, 5.349373, 27.044182], [7.058862, 3.676279, 28.013967], [7.769677, 3.429157, 25.851681], [7.258267, 3.949894, 28.969881], [6.755683, 2.715106, 27.956296], [7.311540, 2.523604, 25.760980], [7.888608, 3.953194, 24.990713]], "forces_ev_per_a": [[0.3, 0.9, -1.4], [-1.5, -0.2, 0.9], [0.0, -0.1, -0.4], [-0.1, 1.0, -0.5], [-0.4, -1.2, 0.7], [-0.3, 1.1, -0.3], [0.9, -0.8, 1.1], [-0.8, -0.5, 0.2], [-0.1, 0.2, 0.1], [0.9, -0.6, -0.8], [0.3, -0.6, 0.5], [-0.1, 0.3, 0.3], [0.4, 0.7, 0.0], [0.0, 0.1, 0.5], [0.0, -0.1, -0.9], [0.6, -0.3, 0.2], [-0.5, -0.3, -0.1], [-0.9, -0.9, -0.8], [0.1, 2.0, -0.9], [-0.7, -0.1, 1.6], [0.2, 0.2, -0.8], [-1.1, -0.7, -0.1], [2.6, -0.8, -0.1], [-0.3, -0.1, 0.4], [-0.2, 0.1, 0.6], [1.0, 0.7, -0.4], [-0.3, 0.3, 0.2], [-0.5, 0.4, -0.5], [0.1, -0.5, -0.5], [0.0, 0.3, 1.0], [0.8, -0.6, -0.3], [0.4, 0.3, 0.3], [-0.8, -0.4, 0.8], [-0.4, 0.1, -0.5], [1.2, 1.0, -0.3], [0.4, 0.0, 0.5], [-1.4, -0.5, -1.2], [0.3, -1.5, 1.6], [-1.0, 0.8, -1.0], [-1.9, 0.9, -1.0], [-0.1, -0.7, 0.1], [-0.2, 0.2, 0.0], [-0.1, -0.3, 0.5], [0.1, -0.6, 0.0], [0.5, -0.4, -0.2], [0.4, 1.2, 0.7], [-0.7, -0.4, -0.2], [0.9, 0.8, 0.3], [0.2, 0.1, -0.6], [1.1, -0.2, 0.7], [0.1, -0.3, 0.2], [1.6, 1.4, -2.6], [-1.7, -0.7, 0.1], [0.9, -0.3, 1.3], [0.3, 0.1, -1.9], [-0.2, -1.5, 0.7], [1.0, 0.8, 0.2], [-0.1, 0.1, -0.5], [0.5, -0.6, 1.8], [-0.7, 0.3, 0.7], [-0.5, 0.4, -0.5], [0.1, -0.3, 0.0], [-0.1, -0.3, 0.5], [-0.1, -0.4, -1.4], [1.1, 0.8, 0.6], [-1.1, 0.6, 0.3], [-0.7, -0.7, -0.1], [-0.3, 0.3, 0.6], [-0.5, -1.3, 0.6], [2.4, 0.3, -0.6], [-0.5, 1.8, -0.1], [0.8, -0.1, -0.2], [0.9, 0.5, -1.3], [-1.4, 0.4, 1.3], [-0.3, 0.2, -0.1], [0.7, 0.4, 0.0], [-0.4, 0.0, 0.3], [-0.4, 0.1, 0.0], [-1.1, -0.7, 0.9], [0.3, -1.0, -0.7], [0.3, -0.7, 0.4], [0.1, -0.1, 0.3], [-0.4, 0.1, 0.6], [-0.9, 0.5, -0.7], [0.6, -0.1, -0.5], [-0.2, -0.4, -1.1], [1.6, -1.4, -1.3], [-1.3, 0.9, 0.5], [-0.3, 0.3, 1.1], [0.7, -1.3, -1.2], [-0.8, -0.2, 2.9], [-0.4, -0.1, -0.1], [0.1, -0.2, 0.9], [0.0, 0.9, 0.6], [0.1, 0.3, 0.5], [-0.2, -0.8, -0.5], [-0.3, 0.3, -0.8], [0.0, 0.6, 0.3], [-0.1, -0.2, 0.3], [-0.2, 0.5, -0.1], [0.9, 0.1, -0.2], [0.3, 0.3, -1.5], [-2.0, 0.9, -1.6], [0.1, -0.1, 0.8], [0.8, -2.2, 0.5], [0.5, -1.4, 0.2], [-0.1, 0.4, -0.1], [0.1, 0.7, -0.1], [0.7, 0.0, 0.4], [-0.3, 1.5, -0.2], [1.3, 4.3, 1.3], [-0.3, -1.5, -1.7], [-0.7, -1.2, 0.2], [-0.4, -1.8, 0.9], [0.2, -0.6, -0.5], [0.1, 0.2, 0.2], [0.2, 0.1, -0.3], [-0.4, 0.7, 0.4], [-2.6, -1.5, -0.4], [1.6, -0.1, -1.7], [1.1, 2.5, -0.3], [-0.4, -0.4, 1.2], [0.9, -0.8, 0.3], [0.1, 0.4, 0.8], [0.3, 0.4, -0.6], [-0.5, -0.6, 0.5], [-2.8, 1.5, 1.9], [0.3, -0.5, -0.3], [2.1, 0.1, -2.4], [2.2, -1.3, -0.7], [-0.3, 0.9, -0.4], [0.3, -1.5, 1.0], [-1.8, 0.6, 0.7], [0.2, 0.5, -0.6], [0.9, 1.0, 1.8], [-1.4, 0.5, -1.0], [-1.8, 0.1, -1.1], [0.7, -2.1, -1.7], [1.1, -0.9, 1.3], [0.6, 0.7, -0.1], [0.3, 0.2, 0.3], [-0.2, 0.7, 0.5], [-0.2, 0.0, 0.8], [2.3, -1.0, -0.6], [-0.4, 1.0, -1.0], [-1.6, 1.2, 1.1], [-0.4, 0.3, 0.1], [0.2, 0.5, -0.3], [-0.1, 0.2, 0.2], [0.5, -2.0, -0.7], [-0.3, -1.4, -0.2], [0.5, 1.2, 0.4], [-1.9, -1.7, -1.3], [0.8, 0.1, 0.6], [1.5, 1.1, 0.3], [0.3, 0.4, 0.3], [-0.5, 0.0, 0.1], [-0.4, 0.1, -0.2], [0.2, 0.6, -0.4], [0.2, -0.8, 0.7], [-0.9, -0.4, -1.8], [0.5, 1.5, 1.3], [-0.1, 0.3, 0.6], [0.4, -0.6, 0.7], [-0.1, -1.4, -0.3], [-0.2, 0.7, -0.7], [0.0, 2.2, -1.1], [-0.4, -2.1, 0.5], [-0.3, -1.3, 1.6], [0.3, 0.6, -0.1], [0.1, 0.4, -0.5], [-0.1, 0.0, -0.2], [-0.1, -0.1, 0.1], [0.1, -0.2, 0.2]]}